Entry 1:
22
Properties=species:S:1:pos:R:3:forces:R:3:nbo_charge:R:1 method="wB97M-V/def2-TZVPD" smiles="COC1=C([NH3+])C=C[C@@H]([N+](=O)[O-])C1=S" lumo_ha=-0.1959 e_homo_ev=-12.6 de_lowest_kcal_mol=77.8 charge=+1 homo_lumo_gap_ev=7.253
S 1.39624 -0.48921 -3.08927 -0.236 -0.076 1.483 0.314
O 1.91562 -1.15740 1.42650 0.012 -0.132 0.381 -0.414
O 3.69166 -1.86011 0.38685 -1.178 0.892 0.365 -0.315
O -1.03364 -0.90951 -0.80837 -0.615 -0.523 0.521 -0.520
N -0.84847 0.23805 1.49061 -2.262 1.945 0.625 -0.727
N 2.77938 -1.06083 0.58097 1.562 -0.881 -1.046 0.517
C 0.12703 0.63817 0.42783 -0.721 -0.104 1.264 0.058
C 1.16442 1.63624 0.71798 2.140 -1.030 -0.989 -0.218
C 2.41325 1.39195 0.24154 -1.693 -1.095 0.543 -0.168
C 0.06437 -0.18708 -0.61283 0.511 -0.719 -1.527 0.244
C 2.70210 0.08216 -0.38129 -3.414 -0.785 -2.939 -0.162
C 1.22938 -0.30957 -1.50028 2.622 1.204 0.923 -0.176
C -1.18079 -2.18222 -1.51189 -2.364 0.774 -1.777 -0.274
H -1.22166 1.17370 2.05360 0.765 -3.373 -1.700 0.471
H -1.62642 -0.41454 1.06017 1.327 2.146 0.578 0.486
H -1.75916 -1.88757 -2.49858 1.239 -0.749 1.862 0.221
H -0.41170 -0.42121 2.14267 0.550 0.476 0.311 0.453
H 3.29486 1.96800 0.31703 0.355 1.262 0.428 0.248
H 1.01311 2.54432 1.25159 -0.623 0.512 0.348 0.249
H -0.23603 -2.66019 -1.82434 -0.510 0.092 0.765 0.222
H -1.94809 -2.74594 -0.87415 1.705 0.366 -0.942 0.225
H 3.42199 0.04908 -1.18053 0.830 -0.202 0.523 0.265

=====

Entry 2:
48
Properties=species:S:1:pos:R:3:forces:R:3:nbo_charge:R:1 method="wB97M-V/def2-TZVPD" lumo_ha="-0.2786 / -0.3580" s_squared=0.776 e_homo_ev="-14.2 / -14.2" multiplicity=2 charge=+2 homo_lumo_gap_ev="6.603 / 4.443"
Ir 0.05905 -0.55012 0.07638 -0.052 0.033 0.007 1.263
Cl -0.33646 -1.53324 -4.67360 0.006 0.004 0.004 0.189
Cl 4.00147 1.38775 -5.73924 0.008 0.006 -0.005 0.218
O 0.19708 -0.75467 -1.97457 -0.005 -0.011 -0.005 -0.561
O 1.77293 0.62375 0.05120 0.021 0.031 -0.014 -0.544
N -2.59731 -1.51475 0.90245 0.004 0.055 0.011 -0.321
N -2.27922 0.94924 0.73580 0.011 -0.025 0.010 -0.303
N -1.25791 -0.32237 2.64395 0.021 0.013 0.005 -0.324
N -1.16946 0.96472 -0.02891 0.055 -0.002 -0.046 -0.194
N -3.73940 0.06409 2.58847 0.032 -0.031 0.011 -0.425
N -0.04798 -0.43686 2.06108 -0.021 -0.012 0.013 -0.296
N -1.53382 -1.74420 0.09165 -0.021 -0.087 -0.007 -0.305
N -4.66543 -0.89637 2.85990 0.043 0.009 0.036 -0.287
C -3.04605 1.98506 0.37606 0.015 0.025 -0.016 0.048
C 2.16063 0.57865 -2.32826 -0.003 -0.006 0.003 -0.275
C 2.89107 0.76198 -4.64031 -0.013 -0.017 -0.017 0.009
C -3.04329 -3.32421 -0.29801 0.012 -0.010 0.031 -0.318
C -1.23204 2.00417 -0.86842 0.023 -0.010 0.021 -0.003
C 0.94319 -0.55319 -4.17303 -0.018 -0.007 -0.004 -0.031
C 0.24718 -0.46744 4.26065 0.009 0.004 0.005 -0.310
C -3.95973 1.17104 3.36205 -0.007 0.014 0.007 -0.059
C 2.42717 0.93843 -0.94575 0.014 0.022 0.003 0.464
C -5.45615 -0.37954 3.77561 -0.018 0.007 -0.010 -0.014
C 0.87619 -0.51829 3.02506 0.011 0.004 -0.016 0.009
C 1.84029 -0.04756 -5.08050 0.008 0.009 0.013 -0.218
C 3.04247 1.06496 -3.26522 -0.011 -0.006 0.004 -0.064
C 1.05728 -0.26144 -2.74775 0.019 0.010 0.021 0.452
C -3.51886 -2.46338 0.67734 -0.007 -0.012 -0.023 0.062
C -5.05942 0.92844 4.13338 0.007 -0.016 -0.023 -0.314
C -1.10095 -0.34216 3.97470 -0.019 -0.005 -0.004 0.051
C -1.79486 -2.83336 -0.64106 -0.023 0.024 -0.004 0.010
C -2.41252 2.68917 -0.63651 -0.029 -0.003 0.023 -0.305
B -2.53850 -0.22629 1.76474 -0.071 -0.008 -0.045 0.923
H 1.73436 -0.27633 -6.13250 0.008 0.005 -0.003 0.283
H -3.32101 2.03859 3.30160 0.012 -0.009 0.032 0.226
H 1.92277 -0.60566 2.78260 0.000 0.003 0.003 0.238
H 0.70874 -0.51258 5.23068 -0.003 0.000 0.001 0.269
H -6.28726 -0.95387 4.15221 -0.002 0.000 -0.007 0.233
H -1.08020 -3.19363 -1.36295 -0.001 0.003 -0.003 0.235
H -0.44062 2.20297 -1.57174 -0.004 -0.006 -0.005 0.224
H -2.76148 3.57713 -1.13253 -0.001 0.001 0.003 0.270
H 3.87524 1.68924 -2.96349 0.000 0.000 0.001 0.262
H -5.51958 1.58844 4.84742 0.000 0.005 -0.004 0.254
H -1.95519 -0.26530 4.62739 -0.003 -0.001 0.001 0.261
H -4.43610 -2.45166 1.24022 -0.001 0.003 -0.004 0.288
H -3.99079 2.15676 0.86406 -0.006 0.000 -0.012 0.265
H 3.31188 1.55912 -0.77305 0.002 -0.004 0.004 0.197
H -3.53808 -4.19141 -0.69683 0.000 -0.003 0.006 0.266

=====

Entry 3:
38
Properties=species:S:1:pos:R:3:forces:R:3:nbo_charge:R:1 method="wB97M-V/def2-TZVPD" lumo_ha=-0.0051 e_homo_ev=-9.1 de_lowest_kcal_mol=262.1 charge=0 homo_lumo_gap_ev=8.958
Cl 3.68107 0.77703 -2.94735 0.912 -0.247 0.083 0.003
S 0.62506 1.35182 -2.88880 -0.543 15.381 4.286 2.321
O -0.69755 1.64517 -2.34905 0.254 -0.802 -1.498 -0.929
O 1.40579 0.47085 3.33523 1.598 -0.288 1.868 -0.657
O 1.38959 2.67173 -3.48152 -2.990 -6.133 1.959 -0.890
O 3.48011 0.04121 1.92651 7.388 -1.731 3.765 -0.644
N 0.74024 0.23204 -3.75937 -5.293 -11.653 -3.726 -1.117
N -0.44333 0.01155 2.27926 -1.207 2.297 1.834 -0.648
C 1.69896 0.50111 1.07129 -11.779 2.485 -6.256 -0.316
C -1.15375 -1.66682 0.81150 0.825 2.673 0.265 -0.033
C 1.37553 0.82557 -1.52771 7.602 -0.939 6.500 -0.549
C -3.01667 -1.38902 -0.71617 -0.028 -5.968 -3.481 -0.195
C -1.91756 -2.17167 -0.12573 -2.377 -0.801 -4.360 -0.228
C -1.36278 -0.17930 1.15507 2.385 -6.340 2.472 0.106
C -2.66136 1.87361 1.36303 -2.951 -5.372 1.211 -0.625
C 0.90348 0.28449 2.24400 -1.978 1.120 0.917 0.686
C -2.43290 0.46011 0.75172 -2.054 0.611 -1.086 0.026
C 2.92129 0.39278 0.87276 4.545 -2.782 -1.254 0.423
C 1.00286 0.78080 -0.22022 -7.353 1.883 0.061 -0.038
C 2.90941 0.63548 -1.38525 -3.056 -0.010 -6.122 0.100
C 3.57188 0.16927 -0.37171 1.569 1.279 3.206 -0.335
C 0.07323 -2.38700 1.22832 2.439 -3.105 1.784 -0.648
C -3.34881 -0.25601 -0.30176 2.764 7.369 6.027 -0.201
H -1.70688 -3.04877 -0.79483 0.051 0.318 1.588 0.215
H -0.79600 0.08143 3.36592 1.024 -0.195 -3.870 0.438
H -3.67585 -1.74038 -1.61262 1.507 -0.179 1.721 0.215
H -1.79043 2.02883 1.86310 2.477 1.575 1.066 0.224
H -4.04908 0.47774 -0.45265 -2.342 0.700 -1.638 0.217
H 1.11157 0.18889 -4.59379 3.077 0.782 -5.096 0.433
H 0.42564 -2.30884 2.40993 -1.401 -0.331 -3.004 0.236
H 3.02224 0.20832 2.74817 -1.097 0.356 0.785 0.521
H -3.01627 2.49716 0.63749 -0.699 2.192 -1.459 0.227
H -0.07550 -3.68394 0.97465 0.741 4.218 0.656 0.229
H -0.07664 -0.60994 -3.87007 2.593 3.206 1.401 0.454
H 4.63437 -0.01736 -0.22610 -0.164 -0.030 -0.856 0.258
H -0.33142 1.14669 -0.30934 4.420 -1.281 0.983 0.275
H -3.42676 1.63168 2.19524 0.741 0.969 -1.307 0.215
H 1.00722 -1.92633 0.70088 -1.599 -1.228 0.575 0.230

=====

Number 1: DFT total energy -1005.05845 Eh. Number 2: DFT total energy -2370.66853 Eh. Number 3: DFT total energy -1849.04656 Eh.